Molecular formula: CH7N4
Method: DFT, ωB97M-V/def2-TZVPD

```
12
Properties=species:S:1:pos:R:3:forces:R:3:lowdin_charge:R:1
C 1.13323 0.08132 -0.26650 -1.2783 0.6558 -0.4202 -0.23
N 0.15426 0.00423 0.56544 0.5141 -0.6870 2.3083 0.03
N 2.39358 -0.27671 0.02842 -0.3257 0.7063 -1.1604 0.15
N -2.14327 -0.41844 -0.23737 -3.1102 -2.2721 8.0454 0.04
N -1.15673 0.50198 0.30341 1.9688 -1.0410 -6.5188 -0.08
H 0.84610 0.47201 -1.23030 0.8475 0.0669 -0.8421 0.14
H 3.14337 -0.04007 -0.63872 -0.8027 -0.2934 0.6410 0.14
H 2.63603 -0.29171 0.99877 0.1744 -0.3169 0.4175 0.12
H -2.39071 -1.11427 0.86808 0.7477 2.1923 -4.9641 0.27
H -1.94268 -1.05647 -0.99024 1.5238 0.0092 -0.1243 0.08
H -1.36856 0.99737 1.12130 -1.5117 0.4130 1.6177 0.16
H -1.30461 1.14075 -0.52229 1.2524 0.5669 1.0001 0.19
```
Forces are in eV/Å.

Summary:
- highest occupied orbital energy (eV) = -14.52
- charge = +1
- energy relative to the best compared isomer or geometry (same formula, charge and spin) (eV) = 2.456
- LUMO (eV) = -3.602



Molecular formula: CH7N4
Method: DFT, ωB97M-V/def2-TZVPD

```
12
Properties=species:S:1:pos:R:3:forces:R:3:lowdin_charge:R:1
C -0.86393 -0.76033 0.06238 -1.2624 -2.7115 -0.9149 -0.27
N -0.32597 0.37801 0.15902 0.8010 0.9272 0.6299 0.05
N -1.98002 -1.12175 0.71676 -0.2489 -4.0090 -1.6714 0.13
N 1.72804 1.53559 -0.02663 0.1069 0.2558 -2.4412 0.08
N 0.91176 0.49989 -0.50417 3.0991 -3.8403 0.1443 -0.13
H -0.52177 -1.58873 -0.68621 -0.2264 1.3832 1.4166 0.17
H -2.30854 -2.14361 0.55135 0.8794 2.6716 0.2968 0.17
H -2.46325 -0.72399 1.48059 0.0315 1.2435 0.6324 0.10
H 1.93838 1.58161 0.94814 -0.5309 -0.4009 0.5739 0.11
H 1.41365 2.39499 -0.48095 0.2387 -0.1811 0.7209 0.12
H 1.64473 -0.60550 -0.72460 -2.3214 3.3537 1.7603 0.33
H 0.82692 0.55381 -1.49568 -0.5667 1.3077 -1.1475 0.15
```
Forces are in eV/Å.

Summary:
- highest occupied orbital energy (eV) = -14.43
- charge = +1
- energy relative to the best compared isomer or geometry (same formula, charge and spin) (eV) = 2.110
- LUMO (eV) = -4.505



Molecular formula: CH7N4O
Method: DFT, ωB97M-V/def2-TZVPD

```
13
Properties=species:S:1:pos:R:3:forces:R:3:lowdin_charge:R:1
C 0.10811 -0.89234 -0.93266 -0.2303 -0.7153 -0.6230 -0.65
N 0.13887 -1.07576 0.31776 0.3310 0.5939 1.1868 0.20
N -0.21268 -1.92500 -1.75193 -0.1146 -0.0531 -0.6002 0.16
N -0.31815 1.47226 2.10824 0.4831 -0.2466 -0.4848 0.14
N 0.69151 1.04000 1.34947 -0.8197 0.0740 0.3032 0.12
O 0.33794 0.31204 -1.48304 0.1480 0.3748 -0.0384 0.07
H -0.30786 -2.83603 -1.33171 -0.0139 0.0614 0.0023 0.12
H 0.06335 -1.91763 -2.72292 0.0706 -0.0080 0.1443 0.12
H -1.10795 1.87739 1.61751 0.1809 -0.0341 -0.0819 0.15
H -0.55964 0.89593 2.90758 0.2121 -0.0042 -0.0352 0.15
H 1.46914 0.57796 1.80895 -0.1587 -0.0258 -0.0690 0.15
H 0.82343 1.45126 0.42775 -0.0418 -0.0154 0.1667 0.13
H 0.21379 0.30579 -2.44296 -0.0467 -0.0017 0.1290 0.13
```
Forces are in eV/Å.

Summary:
- highest occupied orbital energy (spin up / spin down) (eV) = -13.38 / -13.81
- charge = +1
- energy relative to the best compared isomer or geometry (same formula, charge and spin) (eV) = 1.606
- LUMO (spin up / spin down) (eV) = -4.457 / -5.802



Question: Which formula does entry 1 have?
Answer: CH7N4



Question: charge of number 2 (CH7N4)?
Answer: +1